[1]
# CH2ClOP

The molecule CH2ClOP in a non-equilibrium geometry (the ωB97M-V functional and the def2-TZVPD basis, the Open Molecules 2025 dataset).

gap between HOMO and LUMO	10.5604	eV
relative energy (zero: lowest compared OMol25 entry of this formula, charge and spin)	10.7	kcal per mole

The geometry in XYZ format:
```
6
Properties=species:S:1:pos:R:3:forces:R:3:lowdin_charge:R:1
O -2.2493 1.6529 -0.2334 1.33 -1.66 0.74 -0.07
C -1.8850 0.5377 0.0872 0.32 2.48 -0.68 -1.18
P -0.1656 0.0960 0.8006 -0.33 0.02 -0.42 0.80
Cl -3.0358 -0.6908 0.0539 -1.09 -1.76 0.05 0.66
H 0.2339 1.2529 0.1564 0.72 0.52 -0.01 -0.12
H 0.4718 -0.7683 -0.1858 -0.94 0.40 0.32 -0.09
```
Forces are in eV/Å.



[2]
# CH2ClOPS

The molecule CH2ClOPS in a non-equilibrium geometry (the ωB97M-V functional and the def2-TZVPD basis, the Open Molecules 2025 dataset).

gap between HOMO and LUMO	9.3004	eV
relative energy (zero: lowest compared OMol25 entry of this formula, charge and spin)	36.3	kcal per mole

The geometry in XYZ format:
```
7
Properties=species:S:1:pos:R:3:forces:R:3:lowdin_charge:R:1
P -0.4296 0.7706 -1.2444 1.59 1.62 1.22 0.81
O -0.5513 -0.0192 0.2410 0.98 -2.50 0.91 -0.61
C 0.2747 -1.0606 0.7126 -1.08 2.22 -1.68 -1.36
S 0.2206 -1.5362 2.2086 -0.22 -0.39 1.13 0.73
Cl 1.4297 -1.7221 -0.4254 -0.45 0.40 -0.20 0.58
H 0.4363 1.8005 -0.5607 -0.13 -0.91 -1.35 -0.05
H -1.3805 1.7669 -0.9316 -0.70 -0.45 -0.02 -0.11
```
Forces are in eV/Å.



[3]
# CH2ClP

A 2-piece molecular cluster, CH2ClP overall in a non-equilibrium geometry (the ωB97M-V functional and the def2-TZVPD basis, the Open Molecules 2025 dataset).

gap between HOMO and LUMO (spin up / spin down)	5.2498 / 5.2241	eV
relative energy (zero: lowest compared OMol25 entry of this formula, charge and spin)	147.2	kcal per mole

The geometry in XYZ format:
```
5
Properties=species:S:1:pos:R:3:forces:R:3:lowdin_charge:R:1
C 0.8547 0.3897 0.1804 -0.19 2.12 0.01 -0.56
P -2.7063 -1.4453 -0.4751 1.10 0.27 -0.17 0.09
Cl 0.1824 -0.9739 -0.5061 -0.53 0.81 0.51 0.42
H 1.1913 1.3555 -0.3911 -0.90 -2.39 0.41 0.04
H 0.4779 0.6741 1.1919 0.52 -0.82 -0.76 0.00
```
Forces are in eV/Å.



[4]
# CH2ClPS

A 2-piece molecular cluster, CH2ClPS overall in a non-equilibrium geometry (the ωB97M-V functional and the def2-TZVPD basis, the Open Molecules 2025 dataset).

gap between HOMO and LUMO (spin up / spin down)	6.8322 / 6.4895	eV
relative energy (zero: lowest compared OMol25 entry of this formula, charge and spin)	83.4	kcal per mole

The geometry in XYZ format:
```
6
Properties=species:S:1:pos:R:3:forces:R:3:lowdin_charge:R:1
C -0.9159 0.8972 -0.3234 -2.00 -0.54 -1.65 -0.53
P -4.7195 -0.9573 0.5619 -0.17 -0.63 0.42 0.12
S -1.8661 -0.3878 -0.0919 1.36 0.10 -0.06 0.50
Cl -4.9202 0.7243 -0.4622 -0.28 0.70 -0.41 -0.06
H -0.9218 1.7158 0.2974 0.45 1.33 2.60 -0.03
H -0.6673 1.3325 -1.2781 0.64 -0.96 -0.89 0.01
```
Forces are in eV/Å.



[5]
# CH2F2INOS

The molecule CH2F2INOS in a non-equilibrium geometry (the ωB97M-V functional and the def2-TZVPD basis, the Open Molecules 2025 dataset).

gap between HOMO and LUMO	9.8343	eV
relative energy (zero: lowest compared OMol25 entry of this formula, charge and spin)	26.6	kcal per mole

The geometry in XYZ format:
```
9
Properties=species:S:1:pos:R:3:forces:R:3:lowdin_charge:R:1
N -1.1079 1.1749 0.6056 0.52 0.14 -0.01 -0.27
S -0.6709 0.1078 -0.3578 -2.73 1.83 -1.03 0.65
O -0.7005 0.2470 -1.8287 0.35 -0.66 2.46 -0.38
C 0.9812 -0.6675 0.0963 -0.03 -0.57 0.31 -1.07
F 1.2645 -1.6552 -0.7865 -0.31 0.71 0.49 0.00
F 0.7687 -1.2551 1.3018 0.21 0.23 -0.50 -0.03
I 2.5320 0.7748 0.1971 -0.17 -0.09 -0.05 0.95
H -1.5324 2.1180 0.5850 1.05 -1.14 -0.64 0.06
H -1.5346 -0.8446 0.1872 1.12 -0.45 -1.03 0.09
```
Forces are in eV/Å.



[6]
# CH2F2N2

A 2-piece molecular cluster, CH2F2N2 overall in a non-equilibrium geometry (the ωB97M-V functional and the def2-TZVPD basis, the Open Molecules 2025 dataset).

gap between HOMO and LUMO	10.5140	eV
relative energy (zero: lowest compared OMol25 entry of this formula, charge and spin)	71.0	kcal per mole

The geometry in XYZ format:
```
7
Properties=species:S:1:pos:R:3:forces:R:3:lowdin_charge:R:1
N 2.1349 0.2759 -0.8789 -0.27 -0.24 -0.68 0.17
C 2.7758 0.5750 0.0179 -0.25 -0.01 -0.06 -0.33
F 3.4293 0.9166 1.0215 0.63 0.25 0.76 0.22
N -0.8726 0.5128 -0.3656 0.39 3.05 -2.76 0.00
F -0.9041 0.6921 1.0000 0.06 0.72 1.29 -0.17
H -0.1494 -0.1348 -0.4394 1.35 -1.99 -0.31 -0.01
H -0.2892 1.3671 -0.8226 -1.91 -1.78 1.76 0.12
```
Forces are in eV/Å.



[7]
# CH2F2O2

A 2-piece molecular cluster, CH2F2O2 overall in a non-equilibrium geometry (the ωB97M-V functional and the def2-TZVPD basis, the Open Molecules 2025 dataset).

gap between HOMO and LUMO	12.6250	eV
relative energy (zero: lowest compared OMol25 entry of this formula, charge and spin)	79.6	kcal per mole

The geometry in XYZ format:
```
7
Properties=species:S:1:pos:R:3:forces:R:3:lowdin_charge:R:1
O -1.1902 1.8580 0.0308 -1.33 -0.08 -1.17 0.21
C -1.0926 0.6840 0.0253 2.35 1.99 -1.44 -0.63
F -0.7126 0.0816 1.0629 -0.48 -2.22 3.14 0.21
F -0.9363 -0.1479 -0.9850 -1.98 0.56 -0.49 0.16
O 1.2470 -0.4704 -0.2878 -7.57 4.86 -13.74 0.13
H 1.6663 -0.6585 0.3409 12.04 -1.12 15.89 -0.13
H 1.0184 -1.3468 -0.1870 -3.04 -3.99 -2.19 0.05
```
Forces are in eV/Å.



[8]
# CH2F3NO

CH2F3NO as an isolated structure in a non-equilibrium geometry (the ωB97M-V functional and the def2-TZVPD basis, the Open Molecules 2025 dataset).

gap between HOMO and LUMO	12.3236	eV
relative energy (zero: lowest compared OMol25 entry of this formula, charge and spin)	65.3	kcal per mole

The geometry in XYZ format:
```
8
Properties=species:S:1:pos:R:3:forces:R:3:lowdin_charge:R:1
C -0.1314 0.0896 -0.1838 -0.62 -4.16 -0.84 -0.53
N 1.2287 0.3393 -0.0346 -2.90 0.98 -1.33 0.20
O -0.9191 0.7490 0.6524 1.80 2.41 1.11 0.09
F -0.3633 -1.4907 0.4704 0.51 2.49 -1.51 -0.20
F -0.5905 -0.0315 -1.4271 0.40 0.23 0.88 0.16
F -2.2318 0.4659 0.5005 -1.30 -0.83 -0.56 0.06
H 1.2914 -0.0620 0.8551 1.92 -0.91 1.60 0.09
H 1.7160 -0.0596 -0.8328 0.18 -0.21 0.65 0.13
```
Forces are in eV/Å.



[9]
# CH2FLiMgO

CH2FLiMgO as an isolated structure in a non-equilibrium geometry (the ωB97M-V functional and the def2-TZVPD basis, the Open Molecules 2025 dataset).

gap between HOMO and LUMO (spin up / spin down)	5.5368 / 5.3960	eV

The geometry in XYZ format:
```
7
Properties=species:S:1:pos:R:3:forces:R:3:lowdin_charge:R:1
C -0.5310 0.4474 -0.0909 -0.68 -1.12 -0.41 -0.23
O 1.1168 -0.3127 -0.6631 -0.55 0.75 1.20 -0.76
Mg 1.8322 0.8479 0.6828 -0.13 -0.10 -0.49 0.58
Li 0.7009 -1.8664 0.1854 -0.37 0.59 -0.36 0.58
F -1.0043 -0.8810 0.3817 0.18 0.42 -0.49 -0.27
H -0.9734 0.6852 -1.0691 0.58 -0.72 0.07 0.06
H -1.1413 1.0795 0.5732 0.97 0.19 0.48 0.05
```
Forces are in eV/Å.



[10]
# CH2FN4O2S

An isolated ion of composition CH2FN4O2S and charge +1 in a non-equilibrium geometry (the ωB97M-V functional and the def2-TZVPD basis, the Open Molecules 2025 dataset).

total charge	+1
gap between HOMO and LUMO	8.7153	eV

The geometry in XYZ format:
```
11
Properties=species:S:1:pos:R:3:forces:R:3:lowdin_charge:R:1
O 2.3923 -0.3322 -1.4406 -3.04 2.70 5.99 -0.28
S 1.9735 0.1113 0.0138 7.42 -3.96 -3.18 0.93
O 2.8632 -0.6211 1.0486 -4.87 3.88 -3.17 -0.25
F 2.1129 1.8235 0.0950 -1.20 -3.76 0.20 -0.21
C 0.1320 -0.3131 0.1454 -4.92 0.16 0.35 -0.09
N -0.4904 -1.6467 0.5630 -1.52 5.75 -1.91 0.14
N -1.8745 -1.4568 0.4530 3.62 3.82 -1.16 0.14
N -2.1056 -0.1528 0.0215 1.65 -0.25 0.11 0.04
N -0.9868 0.6477 -0.1961 2.46 -6.34 2.09 0.15
H -3.0239 0.3079 -0.1623 0.49 -1.09 0.37 0.21
H -0.9929 1.6323 -0.5413 -0.09 -0.90 0.31 0.21
```
Forces are in eV/Å.



[11]
# CH2FNOS

CH2FNOS as an isolated structure in a non-equilibrium geometry (the ωB97M-V functional and the def2-TZVPD basis, the Open Molecules 2025 dataset).

gap between HOMO and LUMO (spin up / spin down)	8.4515 / 7.3315	eV
relative energy (zero: lowest compared OMol25 entry of this formula, charge and spin)	164.5	kcal per mole

The geometry in XYZ format:
```
7
Properties=species:S:1:pos:R:3:forces:R:3:lowdin_charge:R:1
C -0.1519 -1.6820 -0.3163 -1.63 0.11 -0.74 -0.02
N 1.2103 1.4991 0.3552 -1.81 1.10 2.08 -0.44
O -0.5377 -0.7085 -0.8773 -2.43 -2.08 -0.19 -0.26
F 2.4685 1.0886 0.0753 1.65 -0.48 -0.74 -0.20
S 0.3440 1.2507 -0.9646 0.18 2.32 -1.97 0.91
H 0.8622 -1.7024 -0.0740 2.54 -0.35 1.06 0.02
H -0.8854 1.8943 -0.7205 1.49 -0.62 0.50 -0.02
```
Forces are in eV/Å.



[12]
# CH2FNS

CH2FNS as an isolated structure in a non-equilibrium geometry (the ωB97M-V functional and the def2-TZVPD basis, the Open Molecules 2025 dataset).

gap between HOMO and LUMO	10.1224	eV
relative energy (zero: lowest compared OMol25 entry of this formula, charge and spin)	21.3	kcal per mole

The geometry in XYZ format:
```
6
Properties=species:S:1:pos:R:3:forces:R:3:lowdin_charge:R:1
C 1.5034 -0.1986 -0.0014 2.11 -3.17 0.15 -0.82
N 0.2120 -0.0653 0.0910 -0.74 -0.23 -0.15 0.10
F 1.8886 -1.9027 -0.0071 -1.60 3.42 -0.04 -0.29
S 2.8076 0.6763 -0.0302 -0.11 0.25 -0.05 0.76
H -0.4282 -0.8329 -0.0480 0.28 -0.11 0.10 0.13
H -0.1550 0.8763 0.1038 0.06 -0.16 -0.01 0.12
```
Forces are in eV/Å.



[13]
# CH2FNS

The molecule CH2FNS in a non-equilibrium geometry (the ωB97M-V functional and the def2-TZVPD basis, the Open Molecules 2025 dataset).

gap between HOMO and LUMO (spin up / spin down)	6.6397 / 6.6199	eV
<S²>	2.005
multiplicity	3

The geometry in XYZ format:
```
6
Properties=species:S:1:pos:R:3:forces:R:3:lowdin_charge:R:1
C -0.5131 0.0885 -0.0190 0.38 6.76 0.81 -0.96
N 0.7895 -0.1662 -0.1265 0.99 -0.25 -0.94 0.03
F -0.6984 1.5550 -0.0440 -0.51 -2.75 -0.25 -0.11
S -1.7088 -0.9839 -0.0858 -3.13 -2.00 -0.39 0.83
H 1.3763 0.6533 0.1428 -0.21 -1.87 0.33 0.13
H 0.7546 -1.1467 0.1326 2.48 0.11 0.44 0.07
```
Forces are in eV/Å.



[14]
# CH2FOPS

The molecule CH2FOPS in a non-equilibrium geometry (the ωB97M-V functional and the def2-TZVPD basis, the Open Molecules 2025 dataset).

gap between HOMO and LUMO	9.1539	eV
relative energy (zero: lowest compared OMol25 entry of this formula, charge and spin)	33.3	kcal per mole

The geometry in XYZ format:
```
7
Properties=species:S:1:pos:R:3:forces:R:3:lowdin_charge:R:1
O 1.5899 -0.0326 1.7512 -0.17 0.08 0.58 -0.64
S 1.1094 0.5952 0.5094 -0.86 -1.03 -1.24 0.71
P 0.2595 -1.2113 -0.5978 -0.91 1.92 -0.12 0.84
F 0.0489 -0.8260 -2.1728 0.32 -0.23 0.71 -0.40
C -0.7277 0.2252 0.1040 2.57 -3.53 3.76 -0.51
H -1.4105 0.2980 0.9455 0.08 -0.63 -0.01 0.05
H -0.8694 0.9516 -0.5394 -1.03 3.42 -3.67 -0.05
```
Forces are in eV/Å.



[15]
# CH2FP

The molecule CH2FP in a non-equilibrium geometry (the ωB97M-V functional and the def2-TZVPD basis, the Open Molecules 2025 dataset).

gap between HOMO and LUMO	8.5126	eV
relative energy (zero: lowest compared OMol25 entry of this formula, charge and spin)	41.4	kcal per mole

The geometry in XYZ format:
```
5
Properties=species:S:1:pos:R:3:forces:R:3:lowdin_charge:R:1
H 1.8345 -0.2620 0.1366 0.00 0.12 -0.15 -0.21
P 0.7692 -1.1697 -0.0732 -3.25 3.77 0.03 0.70
C -0.5156 0.2551 -0.0655 4.59 -6.00 0.24 -0.46
F -1.7579 -0.0879 -0.0568 -1.62 0.03 -0.26 -0.04
H -0.3301 1.2646 0.0590 0.29 2.07 0.13 0.01
```
Forces are in eV/Å.



[16]
# CH2FP

A 2-piece molecular cluster, CH2FP overall in a non-equilibrium geometry (the ωB97M-V functional and the def2-TZVPD basis, the Open Molecules 2025 dataset).

gap between HOMO and LUMO	9.6501	eV
relative energy (zero: lowest compared OMol25 entry of this formula, charge and spin)	59.1	kcal per mole

The geometry in XYZ format:
```
5
Properties=species:S:1:pos:R:3:forces:R:3:lowdin_charge:R:1
C 0.4497 0.3114 -1.0068 1.81 -0.29 1.24 -0.56
F 1.0926 0.7208 -2.1999 -0.46 -1.07 2.37 -0.18
P -1.2479 0.3372 -1.1484 1.86 0.64 -2.46 0.78
H 1.3470 -0.0699 0.0747 -2.94 1.46 -3.86 0.18
H -1.5501 0.1441 0.1157 -0.27 -0.75 2.71 -0.22
```
Forces are in eV/Å.



[17]
# CH2FPS

The molecule CH2FPS in a non-equilibrium geometry (the ωB97M-V functional and the def2-TZVPD basis, the Open Molecules 2025 dataset).

gap between HOMO and LUMO	8.7131	eV
relative energy (zero: lowest compared OMol25 entry of this formula, charge and spin)	40.7	kcal per mole

The geometry in XYZ format:
```
6
Properties=species:S:1:pos:R:3:forces:R:3:lowdin_charge:R:1
C 0.1548 0.2580 1.2561 0.59 -0.73 -4.06 -0.42
P -0.8248 0.1838 -0.1099 0.60 -0.41 0.68 0.58
S 0.3384 -0.8741 -1.5470 -1.09 0.67 -1.29 0.50
F -0.6187 -0.5332 -2.9484 1.11 -0.35 1.96 -0.58
H -0.2695 0.7450 2.0237 -1.75 1.49 2.82 -0.08
H 1.2198 0.2205 1.3255 0.54 -0.68 -0.11 -0.01
```
Forces are in eV/Å.



[18]
# CH2FPSi

CH2FPSi as an isolated structure in a non-equilibrium geometry (the ωB97M-V functional and the def2-TZVPD basis, the Open Molecules 2025 dataset).

gap between HOMO and LUMO	9.0149	eV
relative energy (zero: lowest compared OMol25 entry of this formula, charge and spin)	25.2	kcal per mole

The geometry in XYZ format:
```
6
Properties=species:S:1:pos:R:3:forces:R:3:lowdin_charge:R:1
C -0.9705 0.3228 -0.1066 0.00 -0.28 -0.06 -0.91
F -1.6318 1.4986 -0.1121 0.04 -1.14 0.09 -0.05
Si 0.7247 -0.3026 -0.1665 1.44 0.57 2.69 0.35
P -1.2657 -1.3529 0.1018 0.23 1.55 -0.82 0.72
H 1.8355 0.1166 -1.2415 -1.36 -0.80 1.02 -0.07
H 1.3078 -0.2824 1.5250 -0.35 0.10 -2.93 -0.03
```
Forces are in eV/Å.



[19]
# CH2IN2PS

The molecule CH2IN2PS in a non-equilibrium geometry (the ωB97M-V functional and the def2-TZVPD basis, the Open Molecules 2025 dataset).

gap between HOMO and LUMO	7.8168	eV
relative energy (zero: lowest compared OMol25 entry of this formula, charge and spin)	45.8	kcal per mole

The geometry in XYZ format:
```
8
Properties=species:S:1:pos:R:3:forces:R:3:lowdin_charge:R:1
S -3.8189 0.0626 0.2835 -1.52 -0.22 0.02 0.68
C -2.2921 0.2197 0.0920 1.49 0.34 -0.05 -0.84
N -1.1133 0.3863 0.1462 1.58 -0.06 -0.65 -0.10
N 0.0280 0.5344 -0.6716 -2.11 0.72 0.63 -0.36
P 1.3958 0.1124 -0.0585 0.97 -1.11 -2.50 0.36
I 1.4913 -2.3400 0.1935 0.27 0.38 0.12 0.33
H 1.9527 0.5049 1.1107 0.27 0.49 1.24 -0.08
H 2.3565 0.5198 -1.0958 -0.95 -0.55 1.19 0.01
```
Forces are in eV/Å.



[20]
# CH2IN2PS

The molecule CH2IN2PS in a non-equilibrium geometry (the ωB97M-V functional and the def2-TZVPD basis, the Open Molecules 2025 dataset).

gap between HOMO and LUMO	8.7297	eV
relative energy (zero: lowest compared OMol25 entry of this formula, charge and spin)	0.0	kcal per mole

The geometry in XYZ format:
```
8
Properties=species:S:1:pos:R:3:forces:R:3:lowdin_charge:R:1
N 0.0772 -0.4834 1.3896 0.65 -1.77 0.75 -0.29
P 0.5745 -0.0340 0.0202 -0.12 0.19 0.93 0.11
I 2.8989 0.4866 0.1870 -0.11 0.04 -0.12 0.48
N -0.3616 1.2859 -0.2435 -0.17 2.53 -1.56 -0.16
C -0.3137 2.4919 -0.1351 -0.11 -1.36 -0.17 -0.87
S -0.3210 4.0286 0.0041 0.01 0.63 0.08 0.77
H -0.9077 -0.6968 1.4451 -0.16 -0.03 0.12 -0.02
H 0.5052 -0.6401 -1.2391 0.00 -0.22 -0.02 -0.02
```
Forces are in eV/Å.